Entry 1:
2 unconnected molecules or ions with the total composition C3H3IO2 in a non-equilibrium geometry, computed with the ωB97M-V functional and the def2-TZVPD basis.

The geometry in XYZ format:
```
9
Properties=species:S:1:pos:R:3:mulliken_charge:R:1
O 0.263 -2.470 -0.455 -0.38
C -0.500 -1.593 -0.252 0.45
C -1.161 -0.488 -0.438 0.02
C -1.240 0.802 0.159 -0.19
O -2.354 0.066 -0.043 -0.36
H -0.948 1.060 1.265 0.19
H -1.050 1.597 -0.401 0.27
I 2.947 0.620 -0.535 -0.11
H 4.042 0.404 0.700 0.11
```

Output
Orbital gap: 9.178 eV
SMILES: O=C=C1CO1.I
Spin multiplicity: 1

---

Entry 2:
2 unconnected molecules or ions with the total composition C3H3IO2 in a non-equilibrium geometry, computed with the ωB97M-V functional and the def2-TZVPD basis.

The geometry in XYZ format:
```
9
Properties=species:S:1:pos:R:3:mulliken_charge:R:1
C -0.486 0.382 0.335 0.61
C -0.487 -0.780 -1.357 0.06
C 0.812 0.389 1.031 -1.11
O -1.577 0.884 0.428 -0.43
O 0.438 -1.216 -1.912 -0.33
I -2.486 -0.641 -2.057 0.12
H 1.117 1.198 1.645 0.37
H 1.621 0.318 0.371 0.36
H 1.048 -0.535 1.515 0.34
```

Output
Orbital gap (alpha / beta): 6.168 / 7.217 eV
Spin multiplicity: 3

---

Entry 3:
A molecular structure, C3H3InO in a non-equilibrium geometry, computed with the ωB97M-V functional and the def2-TZVPD basis.

The geometry in XYZ format:
```
8
Properties=species:S:1:pos:R:3:mulliken_charge:R:1
C 0.227 -0.038 -0.591 -0.08
C -1.063 -0.650 0.014 -0.39
C -0.553 0.735 0.161 -0.08
H -1.066 -1.332 0.877 0.25
H -1.866 -0.888 -0.699 0.23
H -0.927 1.745 0.320 0.35
O 3.063 0.726 0.604 -0.27
In 2.185 -0.297 -0.686 0.99
```

Output
Orbital gap (alpha / beta): 6.898 / 6.617 eV
Net charge: +1
Spin multiplicity: 2

---

Entry 4:
A molecular structure, C3H3LaO3 in a non-equilibrium geometry, computed with the ωB97M-V functional and the def2-TZVPD basis.

The geometry in XYZ format:
```
10
Properties=species:S:1:pos:R:3:mulliken_charge:R:1
O 1.997 0.587 0.743 -0.45
O 3.865 1.657 1.593 -0.25
C 2.897 1.141 1.244 0.69
La -3.658 -3.755 -3.863 1.99
O -0.396 -0.620 -1.732 -0.07
C -0.779 -0.058 -0.824 0.54
H -1.938 -0.032 0.405 0.30
C -0.763 0.281 0.571 -0.49
H -0.469 -0.579 1.190 0.37
H -0.757 1.377 0.673 0.37
```

Output
Orbital gap (alpha / beta): 4.197 / 4.964 eV
Net charge: +3
Spin multiplicity: 2

---

Entry 5:
A molecular structure, C3H3LiO2Pt in a non-equilibrium geometry, computed with the ωB97M-V functional and the def2-TZVPD basis.

The geometry in XYZ format:
```
10
Properties=species:S:1:pos:R:3:mulliken_charge:R:1
H -2.412 0.383 -0.865 0.36
O 1.314 0.334 0.649 -0.53
C 0.462 -0.667 0.595 0.04
C -0.660 -0.732 -0.176 -0.47
C -1.319 0.476 -0.639 0.19
O -0.781 1.560 -0.810 -0.73
Li 0.694 1.824 -0.287 0.87
Pt 2.916 0.187 1.076 0.59
H -1.035 -1.708 -0.485 0.37
H 0.820 -1.657 0.942 0.31
```

Output
Orbital gap (alpha / beta): 5.582 / 7.256 eV
Net charge: +1
Spin multiplicity: 4

---

Entry 6:
A molecular structure, C3H3LiO3Y in a non-equilibrium geometry, computed with the ωB97M-V functional and the def2-TZVPD basis.

The geometry in XYZ format:
```
11
Properties=species:S:1:pos:R:3:mulliken_charge:R:1
O 1.838 -0.546 -0.615 -0.73
C 2.362 -0.495 0.479 0.29
C 1.521 -0.235 1.624 -0.82
Li 2.244 0.053 -2.190 0.87
Y 0.067 0.567 0.067 1.40
H 2.295 -1.462 1.000 0.24
H 1.404 -0.906 2.469 0.27
O -3.056 1.002 0.156 -0.42
C -2.175 0.709 -0.808 0.20
O -2.586 0.381 -1.911 -0.59
H -3.915 0.932 -0.272 0.30
```

Output
Orbital gap (alpha / beta): 6.256 / 6.256 eV
Net charge: +1
Spin multiplicity: 1

---

Entry 7:
A molecular structure, C3H3LiO4Ru in a non-equilibrium geometry, computed with the ωB97M-V functional and the def2-TZVPD basis.

The geometry in XYZ format:
```
12
Properties=species:S:1:pos:R:3:mulliken_charge:R:1
C 1.033 0.225 1.199 0.18
C 0.492 -0.946 0.424 -0.50
O -0.734 -0.620 -0.214 -0.55
C -0.698 0.475 -1.102 0.82
O -1.709 1.228 -0.898 -0.26
O 0.173 0.545 -1.926 -0.20
O 0.563 1.341 1.140 -0.44
H 1.882 -0.002 1.871 0.46
H 0.292 -1.788 1.099 0.38
H 1.268 -1.265 -0.290 0.40
Ru -2.161 -1.833 -1.313 1.76
Li -0.402 2.641 0.009 0.94
```

Output
Orbital gap (alpha / beta): 7.579 / 5.318 eV
Net charge: +3
Spin multiplicity: 6

---

Entry 8:
A molecular structure, C3H3MnO3 in a non-equilibrium geometry, computed with the ωB97M-V functional and the def2-TZVPD basis.

The geometry in XYZ format:
```
10
Properties=species:S:1:pos:R:3:mulliken_charge:R:1
C -0.473 0.157 -0.239 0.55
C -1.731 -0.366 -0.434 -0.62
O -0.248 1.430 -0.214 -0.27
H -1.864 -1.446 -0.455 0.34
H -2.592 0.300 -0.519 0.34
H 0.395 1.657 0.488 0.31
O 2.031 -0.172 0.279 -0.69
C 1.058 -0.917 0.073 0.79
O 0.899 -2.088 -0.023 -0.31
Mn 2.524 1.446 1.044 1.57
```

Output
Orbital gap (alpha / beta): 6.976 / 6.430 eV
Net charge: +2
Spin multiplicity: 7

---

Entry 9:
2 unconnected molecules or ions with the total composition C3H3N2O in a non-equilibrium geometry, computed with the ωB97M-V functional and the def2-TZVPD basis.

The geometry in XYZ format:
```
9
Properties=species:S:1:pos:R:3:mulliken_charge:R:1
C 0.114 -0.386 -2.430 -0.18
C 0.193 -0.286 0.441 -0.44
C -0.731 0.424 -0.459 0.01
N 0.097 -0.630 -3.571 -0.51
N -1.253 -0.536 0.362 0.14
O -2.053 -1.544 0.207 -0.69
H 0.887 -1.030 0.076 0.25
H 0.612 0.125 1.387 0.17
H -0.943 1.547 -0.608 0.25
```

Output
Orbital gap (alpha / beta): 7.607 / 7.608 eV
Net charge: -1
Spin multiplicity: 1

---

Entry 10:
A gas-phase ion, C3H3N2O (charge +1) in a non-equilibrium geometry, computed with the ωB97M-V functional and the def2-TZVPD basis.

The geometry in XYZ format:
```
9
Properties=species:S:1:pos:R:3:mulliken_charge:R:1
C 0.997 0.125 -0.027 -0.24
N -0.088 -0.935 -0.135 -0.16
C -1.325 -0.555 0.045 0.40
N -2.068 0.513 0.107 -0.27
C -1.018 1.276 0.355 0.50
O 0.229 1.268 0.415 -0.20
H 1.635 -0.191 0.782 0.32
H 1.336 0.268 -0.974 0.37
H 0.303 -1.767 -0.567 0.28
```

Output
Orbital gap (alpha / beta): 8.939 / 8.968 eV
SMILES: C1[NH+]=C2N=C2O1
Net charge: +1
Spin multiplicity: 1

---

Entry 11:
A gas-phase ion, C3H3N2O (charge +1) in a non-equilibrium geometry, computed with the ωB97M-V functional and the def2-TZVPD basis.

The geometry in XYZ format:
```
9
Properties=species:S:1:pos:R:3:mulliken_charge:R:1
N 0.680 -0.619 0.066 -0.18
C -0.278 0.136 -0.042 0.24
C -1.391 0.849 0.019 -0.17
N -2.423 -0.058 -0.172 -0.39
C -3.651 -0.035 0.010 0.61
O -4.759 -0.264 0.082 -0.22
H 1.063 -1.060 -0.737 0.33
H 0.727 -1.251 0.850 0.33
H -1.471 1.866 0.149 0.47
```

Output
Orbital gap: 9.664 eV
SMILES: [NH2+]=C=C[N+]#C[O-]
Net charge: +1
Spin multiplicity: 1

---

Entry 12:
A gas-phase ion, C3H3N2O (charge +1) in a non-equilibrium geometry, computed with the ωB97M-V functional and the def2-TZVPD basis.

The geometry in XYZ format:
```
9
Properties=species:S:1:pos:R:3:mulliken_charge:R:1
C 0.992 0.816 0.168 -0.06
C -1.230 -0.237 0.000 0.21
C 2.050 -0.037 -0.162 0.59
N -0.281 0.575 0.370 -0.21
N -1.888 -1.208 0.376 -0.43
O 3.077 -0.503 -0.182 -0.02
H 1.499 1.848 0.370 0.34
H -1.522 0.442 -0.915 0.27
H -2.698 -1.696 -0.024 0.32
```

Output
Orbital gap (alpha / beta): 7.101 / 7.099 eV
Net charge: +1
Spin multiplicity: 1

---

Entry 13:
A molecular structure, C3H3N2O in a non-equilibrium geometry, computed with the ωB97M-V functional and the def2-TZVPD basis.

The geometry in XYZ format:
```
9
Properties=species:S:1:pos:R:3:mulliken_charge:R:1
C -0.513 0.964 -0.729 -0.31
C -0.277 -0.265 1.165 0.11
C 0.487 0.013 -1.206 0.76
N -0.972 0.749 0.423 -0.28
N 0.487 -0.967 0.469 -0.29
O 1.299 -0.357 -1.884 -0.10
H -0.883 1.762 -1.244 0.47
H -0.678 -0.140 2.231 0.39
H 1.050 -1.759 0.775 0.25
```

Output
Orbital gap: 9.757 eV
Net charge: +1
Spin multiplicity: 1

---

Entry 14:
2 unconnected molecules or ions with the total composition C3H3N2O3 in a non-equilibrium geometry, computed with the ωB97M-V functional and the def2-TZVPD basis.

The geometry in XYZ format:
```
11
Properties=species:S:1:pos:R:3:mulliken_charge:R:1
C -2.636 -0.937 0.523 0.77
C 1.579 1.466 0.849 0.50
C 1.304 -0.084 -1.058 -0.54
N -1.748 -0.130 0.166 -0.59
N 1.691 0.999 -0.219 -0.26
O -3.428 -1.815 0.231 -0.71
O -2.112 -0.402 1.655 -0.47
O 1.690 2.063 1.817 -0.46
H 0.187 -0.094 -1.312 0.27
H 1.852 -0.019 -2.014 0.23
H 1.621 -1.047 -0.637 0.25
```

Output
Orbital gap: 6.753 eV
Net charge: -1
Spin multiplicity: 1

---

Entry 15:
A molecular structure, C3H3N2O3 in a non-equilibrium geometry, computed with the ωB97M-V functional and the def2-TZVPD basis.

The geometry in XYZ format:
```
11
Properties=species:S:1:pos:R:3:mulliken_charge:R:1
C 1.114 -0.074 -0.596 0.01
C -0.163 0.215 -0.476 0.19
C -1.072 1.165 -1.285 0.43
N -0.287 -1.011 1.834 -0.47
N -1.090 -0.377 1.162 -0.25
O -2.282 0.970 -1.282 -0.68
O -0.387 2.041 -1.837 -0.67
O 1.887 -0.846 0.221 -0.54
H 1.656 0.288 -1.468 0.38
H -0.686 -1.290 2.754 0.19
H 1.311 -1.080 0.974 0.41
```

Output
Orbital gap (alpha / beta): 6.591 / 6.889 eV
Net charge: -1
Spin multiplicity: 3

---

Entry 16:
2 unconnected molecules or ions with the total composition C3H3N2OP in a non-equilibrium geometry, computed with the ωB97M-V functional and the def2-TZVPD basis.

The geometry in XYZ format:
```
10
Properties=species:S:1:pos:R:3:mulliken_charge:R:1
C -1.357 -0.171 -1.205 0.24
C -1.205 -0.432 1.477 0.21
C 1.145 0.883 0.090 -0.80
N -2.226 0.056 -1.922 -0.32
N -1.902 -0.721 2.349 -0.33
O 1.599 -2.499 -0.981 -0.16
P -0.043 -0.476 0.023 0.20
H 0.594 1.885 0.253 0.34
H 1.830 0.498 0.797 0.29
H 1.566 0.978 -0.881 0.33
```

Output
Orbital gap (alpha / beta): 7.753 / 7.763 eV
Spin multiplicity: 1

---

Entry 17:
A single C3H3N3 molecule in a non-equilibrium geometry, computed with the ωB97M-V functional and the def2-TZVPD basis.

The geometry in XYZ format:
```
9
Properties=species:S:1:pos:R:3:mulliken_charge:R:1
N -2.445 -0.982 -0.265 -0.36
C -1.320 -0.720 -0.188 0.18
C 0.097 -0.351 0.047 0.36
N 0.280 0.808 0.938 -0.57
C 0.864 -0.273 -1.218 0.18
N 1.552 -0.166 -2.144 -0.36
H 0.591 -0.917 0.831 0.15
H 0.945 1.484 0.618 0.21
H -0.564 1.117 1.381 0.21
```

Output
Orbital gap: 10.913 eV
SMILES: N#CC(N)C#N
Spin multiplicity: 1

---

Entry 18:
A single C3H3N3 molecule in a non-equilibrium geometry, computed with the ωB97M-V functional and the def2-TZVPD basis.

The geometry in XYZ format:
```
9
Properties=species:S:1:pos:R:3:mulliken_charge:R:1
N -0.776 2.667 -0.369 -0.39
C -0.203 1.791 0.126 0.24
C 0.467 0.627 0.685 -0.15
N 1.539 -0.038 -0.195 -0.51
C 0.421 -0.600 -0.070 0.41
N -0.364 -1.623 -0.469 -0.49
H 0.586 0.621 1.765 0.35
H -1.259 -1.661 -0.009 0.26
H -0.412 -1.784 -1.464 0.27
```

Output
Orbital gap: 10.813 eV
SMILES: N#C[C@@H]1N=C1N
Spin multiplicity: 1

---

Entry 19:
A single C3H3N3 molecule in a non-equilibrium geometry, computed with the ωB97M-V functional and the def2-TZVPD basis.

The geometry in XYZ format:
```
9
Properties=species:S:1:pos:R:3:mulliken_charge:R:1
C 0.439 -0.637 -0.640 -0.13
C -0.795 0.051 -0.210 0.40
C -0.163 1.043 1.134 -0.18
N 1.450 -0.250 -0.028 -0.55
N 1.033 0.541 1.083 0.13
N -2.014 0.098 -0.416 -0.57
H 0.647 -1.352 -1.441 0.40
H 1.658 1.136 1.516 0.25
H -2.256 -0.631 -0.998 0.26
```

Output
Orbital gap (alpha / beta): 8.047 / 7.559 eV
Spin multiplicity: 3

---

Entry 20:
A single C3H3N3O molecule in a non-equilibrium geometry, computed with the ωB97M-V functional and the def2-TZVPD basis.

The geometry in XYZ format:
```
10
Properties=species:S:1:pos:R:3:mulliken_charge:R:1
O 2.120 -0.614 0.067 -0.49
C 1.331 0.386 -0.054 -0.23
C -0.021 0.029 -0.105 0.83
C -1.153 0.849 -0.028 -0.38
N -2.185 0.011 0.106 -0.28
N -1.696 -1.222 -0.006 -0.51
N -0.422 -1.222 -0.179 -0.24
H 1.538 -1.467 0.354 0.47
H 1.725 1.381 -0.144 0.38
H -1.238 1.869 -0.011 0.45
```

Output
Orbital gap: 8.836 eV
SMILES: O/C=C1/C=NN=N1
Spin multiplicity: 1